Molecular formula: C27H83N5O12
Method: DFT, ωB97M-V/def2-TZVPD

```
! wB97M-V def2-TZVPD RIJCOSX def2/J DEFGRID3
* xyz 0 1
O -4.24266 -35.06818 23.33695
O -8.96781 -29.62650 25.33546
O -0.99029 -36.18505 26.13401
O -3.14689 -31.67664 24.45889
O -9.49341 -28.80056 19.71751
O -3.33118 -26.80789 23.50304
O -4.07434 -32.57995 28.95715
O 1.98734 -30.17705 25.36056
O -2.33053 -27.02808 26.10591
O -3.34350 -30.73676 18.45874
O -6.69114 -28.06720 25.74083
O 2.16416 -34.93831 22.52548
N -12.30764 -27.78338 21.82797
N -5.86608 -29.48667 28.04175
N -0.05508 -32.50740 20.75930
N -4.45471 -29.29466 24.57508
N 0.68686 -26.80239 25.93903
C -6.81734 -26.67484 25.96413
C -8.51055 -30.95041 25.11764
C 1.78248 -27.96204 27.73470
C -3.71613 -31.18319 23.25587
C 1.46382 -31.40790 24.89813
C -5.42774 -29.52363 22.40469
C -2.72203 -25.69568 26.39462
C 0.32146 -33.75740 21.44439
C -4.81028 -30.49688 28.01245
C 1.80118 -33.74956 21.83132
C -1.74978 -31.83552 24.38874
C -2.64808 -29.83453 19.29644
C -4.90623 -30.29041 23.61221
C -3.08705 -35.27766 22.54896
C -8.33032 -29.56486 19.91786
C -3.45065 -29.84192 28.32264
C -5.16557 -31.69167 28.87211
C -0.62229 -35.34402 27.20269
C 0.94924 -29.25637 25.68751
C -10.14286 -28.49358 20.92675
C -11.52414 -27.92143 20.59877
C -4.00396 -33.51840 27.91272
C -0.01856 -34.87895 20.49530
C 1.65867 -35.21976 23.80795
C 1.51818 -27.95004 26.23698
C -2.57949 -26.73275 22.27888
C -11.50304 -26.64780 19.77920
H -11.06486 -26.81723 18.79060
H -5.93098 -28.31059 25.16050
H -2.59298 -28.81838 18.91063
H -0.35187 -36.87322 25.94336
H -3.94616 -26.06689 23.50210
H -2.95930 -30.67243 22.64567
H 2.35216 -32.01316 24.71130
H -0.23976 -33.86173 22.37188
H -1.37451 -32.44557 25.20949
H -3.36648 -33.23939 27.06578
H -1.09661 -35.05353 20.43666
H -3.71082 -34.46420 28.37528
H 2.46701 -27.88982 25.69296
H -6.28953 -26.40259 26.88732
H -12.56217 -28.72393 22.11714
H -2.51924 -25.04070 25.54648
H 1.32444 -36.26187 23.75519
H -11.93282 -28.69087 19.92677
H -10.87388 -25.82749 20.13227
H 1.05489 -31.21092 23.89758
H 0.55334 -26.50707 24.98396
H 0.28624 -35.86610 20.86603
H -3.09139 -31.62806 18.71525
H 0.45408 -35.15845 27.19050
H -9.50769 -27.82298 21.52042
H -3.78526 -25.67068 26.66788
H -4.81635 -28.65711 22.12958
H -5.36085 -30.19281 21.54387
H 0.72570 -34.73571 24.12584
H -4.65524 -30.80862 26.96463
H -1.78494 -26.01112 22.49853
H -8.60305 -30.46533 20.47499
H 2.49085 -28.73113 28.04462
H -0.10431 -31.74854 21.43813
H 0.87227 -28.09166 28.32312
H -2.38731 -34.45805 22.74554
H -7.43733 -29.04187 20.27721
H 2.21457 -26.98994 27.97069
H -6.25962 -26.08762 25.22654
H -5.73259 -28.82458 27.27801
H 0.24934 -29.77039 26.36528
H -4.03745 -28.48769 24.12480
H -8.21860 -29.04853 25.56397
H -8.22033 -31.15966 24.08092
H -1.00826 -35.66513 28.17321
H -7.96683 -29.90400 18.94105
H -9.42494 -31.55295 25.18677
H -2.62139 -36.22379 22.80863
H -2.51877 -27.16754 25.16354
H 0.36347 -34.82332 19.47698
H 2.12834 -32.88301 22.41814
H -13.19027 -27.33071 21.61493
H -4.95662 -33.75862 27.41848
H -10.35260 -29.34814 21.58879
H -1.40585 -32.31462 23.46571
H 0.65609 -32.16782 20.11757
H -7.81637 -31.24616 25.90341
H 2.46506 -33.77423 20.96356
H -3.09696 -26.27358 21.43549
H -1.09101 -34.36476 27.06847
H -5.67950 -30.90443 24.07976
H -3.17990 -29.79825 20.25763
H -12.52988 -26.32824 19.58907
H -2.59982 -30.51282 28.44986
H -1.62685 -30.16619 19.50844
H -4.75368 -34.32896 23.00145
H -7.86322 -26.39838 26.04239
H 2.42946 -35.08342 24.56720
H -3.19699 -29.26110 27.43270
H -6.39243 -29.05173 22.59016
H -3.28451 -35.27909 21.47267
H -3.53171 -29.24761 29.23412
H 0.38375 -29.09139 24.75660
H -6.75118 -29.95382 27.87517
H -1.30293 -30.84052 24.49658
H -3.91096 -29.66629 25.34063
H -0.23790 -26.93919 26.33573
H -2.12747 -27.67125 21.97563
H 0.78665 -31.85473 25.62521
H -4.00978 -32.06762 22.66860
H -5.44102 -31.38992 29.88835
H -6.10013 -32.15557 28.52310
H -2.24231 -25.30434 27.29171
*
```

The structure (SMILES) is COC[C@H](C)N.COC[C@H](C)N.COC[C@H](C)N.COC[C@H](C)N.COC[C@H](C)N.CO.CO.CO.CO.CO.CO.CO. The calculation puts the energy above the lowest of the compared OMol25 structures with the same formula, charge and spin at 216.2 kJ/mol. The frontier orbital gap comes out at 8.60 eV.

Molecular formula: C66H55N11O22
Method: DFT, ωB97M-V/def2-TZVPD

```
! wB97M-V def2-TZVPD RIJCOSX def2/J DEFGRID3
* xyz 0 1
O 0.49036 -3.55635 0.06189
O -2.15557 -3.98794 0.28448
O -2.84750 7.86221 4.97527
O 1.38000 -9.65053 5.17906
O -5.48950 -3.28989 0.30613
O -0.59118 1.97352 -7.59675
O 7.60699 -0.25382 2.08304
O 5.19852 -5.53027 1.11859
O 0.07564 -2.97615 2.07511
O -3.41038 1.86660 4.27448
O 6.39244 -1.77867 2.93571
O -1.20542 4.50346 0.13516
O 7.21861 -5.03470 1.00948
O 0.81076 -0.58533 -4.12994
O -5.15517 -3.63268 -1.78333
O 2.92154 -8.23519 5.71289
O -3.26331 4.05433 0.26282
O 2.39466 -0.34873 -2.74100
O 0.63450 3.70730 -7.17655
O -0.99939 8.84950 4.70612
O -1.69830 0.58540 4.33048
O -2.00836 -6.09692 0.15334
N 2.03914 -8.65638 5.02205
N -1.66455 7.87820 4.63556
N 6.54486 -0.71208 2.40610
N -2.35087 4.84985 0.39363
N -1.94786 -4.98827 -0.37264
N 1.92935 -0.25952 -3.86902
N -0.18798 2.87157 -6.88003
N -5.26763 -2.90758 -0.80203
N 6.06508 -4.77087 0.83630
N 0.14903 -2.73818 0.89828
N -2.89069 0.77208 4.22671
C -2.89790 2.88515 -4.43276
C 0.96460 5.56822 3.54517
C 2.81840 1.32744 -7.12157
C -1.05614 4.29402 3.99236
C 3.23174 1.62044 1.20951
C -1.53495 -3.56902 -2.25123
C -0.39632 -0.42684 1.42059
C -3.11683 -1.62531 3.86354
C 4.90910 -1.37165 -1.15600
C 0.03665 -0.99254 -0.90699
C 2.10058 0.63448 -6.10572
C -0.90019 3.08309 -5.62030
C 4.82729 1.21197 -5.77381
C -2.68172 6.16422 0.86227
C -4.74602 0.70111 -0.07923
C -1.88118 8.35491 1.42916
C 4.10133 0.63782 -4.69851
C -5.86625 -1.29456 3.63018
C -4.88569 -1.50777 -0.97304
C -1.70778 5.46782 4.30354
C -0.41939 0.27477 -1.23938
C -0.80687 0.84250 1.03129
C -1.67256 7.06970 0.86167
C -4.17608 7.64977 1.91601
C -2.20031 2.61857 -5.58614
C -5.14995 -0.61771 0.09590
C 3.03869 0.35814 1.87704
C -3.87895 0.15157 -2.27779
C -0.92017 -3.35114 -3.48968
C -3.69104 -0.37243 4.06613
C -4.10205 1.09593 -1.27166
C 1.03400 -6.46215 1.61801
C -1.02896 6.61799 4.20198
C 2.76801 0.35404 -4.95399
C 5.37005 0.11014 2.09406
C -3.14369 8.64454 1.92554
C -3.92056 -2.70861 3.55990
C 0.24210 4.36925 3.56249
C -0.04244 -5.58519 -3.46024
C 4.36273 -3.47346 -0.22815
C -0.06728 -1.33181 0.43325
C -2.28145 3.62701 -3.39475
C 6.25028 -1.56316 -0.86701
C -0.73745 -5.90201 -2.34402
C -0.23513 3.69162 -4.60213
C 0.37501 -7.68628 1.83192
C 4.56025 2.10551 0.99149
C 2.41641 -6.71877 3.57638
C -0.12449 -4.36767 -4.06822
C -4.22639 -1.20199 -2.14330
C 1.74508 -7.93427 3.73931
C -0.78984 1.23274 -0.31021
C 0.73350 -8.40255 2.92931
C -0.92906 3.99152 -3.45681
C -3.97029 6.38649 1.39900
C 3.96702 -2.36835 -0.90497
C 2.06866 -6.01786 2.40939
C -5.28689 -2.54923 3.43206
C 6.64126 -2.66302 -0.11301
C 5.63993 1.32564 1.48133
C 5.70742 -3.60140 0.10168
C -1.46915 -4.87139 -1.74343
C 4.19948 1.69861 -6.93380
C 0.28492 6.71492 3.81531
C 4.10487 -0.42271 2.31253
C -5.07204 -0.19804 3.98610
H -5.64806 -1.00003 0.97905
H 2.00945 -0.01933 2.03510
H -2.03569 -2.81190 -1.66875
H -2.02662 -1.69946 3.88143
H 7.57887 -2.83203 0.33078
H 2.38069 2.23163 0.91574
H 0.85555 3.87500 -4.62482
H 1.97248 5.64928 3.13268
H 0.37646 -1.67452 -1.64371
H 6.60491 1.69940 1.29835
H -1.03870 9.05180 1.52970
H -5.88547 -3.36748 2.99979
H -5.58420 0.68710 4.17310
H 0.77323 3.43057 3.32703
H 4.51321 0.34561 -3.73426
H 4.78814 2.98207 0.43760
H 3.13473 -6.32363 4.30370
H 0.40043 -4.22726 -4.99973
H -4.19253 -1.97922 -2.88114
H 4.68845 2.23845 -7.68923
H 0.75080 7.68886 3.92158
H -1.00239 2.25946 -0.57861
H -3.28201 9.61791 2.35504
H -0.38818 -0.68166 2.48153
H -4.69846 5.61717 1.38922
H 3.98495 -1.43047 2.68022
H -1.20755 1.55362 1.73523
H 2.42399 1.58243 -8.08440
H -3.52682 0.43298 -3.22891
H -6.90411 -1.25291 3.37085
H 0.60941 -6.35489 -3.86225
H -5.18643 7.80850 2.37722
H -4.77044 1.42142 0.73373
H -3.93451 2.50564 -4.26598
H 2.94393 -2.18106 -1.23063
H -3.63757 2.08211 -1.29208
H -2.84662 3.81810 -2.53681
H 0.99251 0.45442 -6.18610
H 0.24476 -9.38391 3.09242
H -3.48630 -3.68952 3.34277
H -0.44257 4.38611 -2.58546
H 6.96357 -0.77616 -1.03906
H -0.34871 0.58842 -2.25893
H -2.73500 5.43484 4.56538
H 2.63246 -5.10632 2.12901
H -0.69694 6.77269 0.55635
H -1.44015 3.29816 4.11830
H 4.62306 -0.45519 -1.63574
H 3.55897 -4.17348 0.08469
H -0.99223 -2.40140 -3.95234
H -0.47398 -7.97952 1.25490
H -0.57395 -6.84741 -1.83814
H 5.86198 1.41475 -5.63926
H -2.68030 2.13816 -6.46382
H 0.79580 -5.92461 0.71877
*
```

The structure (SMILES) is O=[N+]([O-])c1ccccc1.O=[N+]([O-])c1ccccc1.O=[N+]([O-])c1ccccc1.O=[N+]([O-])c1ccccc1.O=[N+]([O-])c1ccccc1.O=[N+]([O-])c1ccccc1.O=[N+]([O-])c1ccccc1.O=[N+]([O-])c1ccccc1.O=[N+]([O-])c1ccccc1.O=[N+]([O-])c1ccccc1.O=[N+]([O-])c1ccccc1. The calculation puts the energy above the lowest of the compared OMol25 structures with the same formula, charge and spin at 153.8 kJ/mol. The frontier orbital gap comes out at 7.97 eV.

Molecular formula: C27H36NOP2RuS4
Method: DFT, ωB97M-V/def2-TZVPD

```
! wB97M-V def2-TZVPD RIJCOSX def2/J DEFGRID3
* xyz 1 1
Ru -0.01365 -0.78828 -0.08215
S 0.04108 -1.02841 2.13506
S 1.07134 -5.16779 1.79526
S 0.87586 -3.18674 4.02406
S 0.26073 -3.09824 -0.22068
P -2.35355 -0.48062 -0.35172
P 2.25379 -0.34385 -0.30432
O 1.51546 -5.72456 4.33595
N -0.14924 1.22173 0.10253
C -4.03622 1.22988 -1.82911
C -5.00088 -1.58174 -0.06892
C 3.88073 -0.22504 -2.68579
C 3.19240 3.63612 -0.73465
C -1.19801 2.81212 1.67565
C -2.44884 0.95567 0.75621
C 3.51221 -0.04472 2.15315
C 4.86440 -1.25840 0.39776
C 0.94147 2.04742 -0.20043
C 1.22782 -4.87865 3.55330
C 1.92278 4.20091 -0.69129
C 3.46509 -0.96890 0.93542
C 0.80940 3.42374 -0.43207
C 3.32560 2.26705 -0.57771
C 2.68741 -0.89236 -2.00835
C -3.47441 2.43045 2.36650
C -3.20614 -2.30398 1.56615
C 1.42208 -0.66903 -2.84132
C 0.52869 -2.62291 2.41276
C -1.87970 0.58196 -2.92627
C 2.21448 1.46263 -0.34235
C -1.25767 1.70960 0.81480
C 0.61532 -3.54233 1.37379
C -2.29795 3.16218 2.43917
C -3.53966 1.32771 1.52671
C -2.99304 0.12268 -1.98726
C -3.50591 -1.82824 0.14318
H -3.56023 2.15921 -1.51333
H -5.41445 -0.90040 0.67404
H -3.47047 -0.75874 -2.42773
H 4.08297 -0.52629 2.94829
H 4.81677 -0.38548 -2.15451
H -3.94741 -3.04641 1.86530
H -1.31851 1.41529 -2.49668
H 1.18858 0.39646 -2.90854
H -2.22246 -2.76501 1.63569
H 5.38076 -0.34050 0.11166
H -0.17219 3.87631 -0.41792
H -0.27713 3.36559 1.78395
H -4.81275 0.99286 -1.10318
H -2.31268 0.92294 -3.86815
H -4.32955 2.70513 2.96891
H -4.51829 1.40723 -2.79193
H 3.99524 -0.63996 -3.68889
H -3.24848 -1.48198 2.28326
H 0.55403 -1.20036 -2.42348
H 1.79919 5.26173 -0.86540
H 3.71937 0.84760 -2.79231
H -5.23358 -1.19575 -1.06027
H 5.45365 -1.73062 1.18510
H 1.54789 -1.04629 -3.85766
H -5.52658 -2.53134 0.04110
H -3.20159 -2.62074 -0.55172
H 2.86851 -1.96772 -1.90932
H -4.45440 0.75313 1.48375
H -1.18602 -0.22454 -3.15682
H 3.99968 0.90017 1.91099
H 4.06173 4.25268 -0.91691
H 2.51854 0.17964 2.54228
H -2.22693 4.00648 3.11216
H 4.30721 1.81512 -0.65418
H 4.85533 -1.93502 -0.45637
H 3.01100 -1.91755 1.24582
*
```

The calculation puts the energy above the lowest of the compared OMol25 structures with the same formula, charge and spin at 19.6 kJ/mol. The frontier orbital gap comes out at 4.56 eV.

Molecular formula: C9H31F3NO8
Method: DFT, ωB97M-V/def2-TZVPD

```
! wB97M-V def2-TZVPD RIJCOSX def2/J DEFGRID3
* xyz -1 1
F -2.78608 1.29634 6.56171
F -2.79581 3.12348 5.58460
F -3.95471 1.48253 4.84829
O -1.56172 0.02138 4.17761
O 2.21326 2.93281 -2.92963
O 2.31098 -5.27308 -1.83088
O -3.37275 4.54684 -1.44349
O 5.04909 -0.26926 1.09277
O -4.72688 -1.08050 -3.00471
O -0.95427 1.96023 3.43351
O 4.11879 2.98293 -7.58602
N 0.04720 -0.64171 -1.08395
C -4.57932 4.88553 -0.80467
C 5.45765 -0.80424 2.39475
C 5.44789 3.34719 -7.91850
C -1.45808 1.36677 4.56802
C -1.51831 -2.32801 4.63354
C -2.76113 1.81155 5.34561
C 3.05810 -6.10621 -0.90111
C -5.96283 -1.86705 -2.69482
C -1.35731 -0.95377 5.29336
H -5.64609 -2.89550 -2.52143
H -2.68909 4.39273 -0.78740
H -4.98117 3.93541 -0.45269
H 3.78903 -5.52636 -0.33753
H -4.80818 -0.55030 -3.80088
H -0.85591 -2.33505 3.76793
H 6.23622 2.73917 -7.47473
H 0.45803 0.11094 -1.61763
H -5.12544 5.31059 -1.64681
H -0.65905 1.36267 5.30939
H -2.55534 -2.40516 4.30686
H 5.75230 0.29132 0.75686
H -2.14787 -0.81511 6.03086
H 4.11361 2.78113 -6.64748
H 2.59973 -5.50795 -2.71578
H -0.38687 -0.85562 5.77990
H -6.63851 -1.93592 -3.54735
H 6.24015 -1.56272 2.37264
H 2.33565 -6.66089 -0.30236
H -0.91089 -0.66417 -1.40282
H 5.44581 3.15758 -8.99188
H 2.60489 2.17450 -2.45411
H -1.12435 -3.24727 5.06697
H -6.58676 -1.46378 -1.89721
H 5.75358 -0.03415 3.10714
H 4.62786 -1.42395 2.73465
H 0.04382 -0.41363 -0.10004
H 3.70325 -6.84234 -1.38070
H -4.58075 5.59774 0.02047
H 0.47574 -1.53608 -1.27519
H 5.60282 4.38840 -7.63568
*
```

The calculation puts the energy above the lowest of the compared OMol25 structures with the same formula, charge and spin at 515.0 kJ/mol. The frontier orbital gap comes out at 4.33 eV.

Calculated lowest unoccupied orbital energy (eV), listed in the same order as above: -0.06 -1.39 -5.22 1.03
Calculated HOMO energy (eV), listed in the same order as above: -8.663 -9.363 -9.783 -3.302